{"formula": "C27H19F5N7O4STi", "method": "ωB97M-V with the def2-TZVPD basis set", "species": ["Ti", "O", "C", "C", "C", "C", "C", "C", "C", "O", "N", "N", "C", "C", "C", "C", "C", "C", "N", "H", "H", "H", "H", "H", "H", "H", "H", "H", "H", "N", "C", "C", "N", "C", "C", "N", "C", "C", "N", "H", "H", "H", "H", "H", "H", "F", "C", "C", "F", "C", "F", "C", "S", "C", "F", "C", "F", "C", "O", "C", "O", "H", "H", "H"], "coordinates": [[0.3200, 0.3383, 0.1886], [-2.5691, -2.9144, -0.8458], [-2.4659, -3.5231, 0.3460], [-3.0442, -4.7807, 0.5214], [-2.9373, -5.4382, 1.7276], [-2.2833, -4.8480, 2.8066], [-1.7297, -3.6008, 2.6654], [-1.7966, -2.9266, 1.4352], [-1.1835, -1.6196, 1.3191], [-0.9781, -1.0405, 0.1779], [-0.8683, -0.9725, 2.4352], [-0.3773, 0.2091, 2.1081], [-0.1814, 1.1670, 2.9496], [0.1177, 2.4188, 2.3141], [0.1447, 3.6329, 3.0072], [0.1487, 4.8083, 2.2810], [0.1644, 4.7381, 0.8919], [0.2295, 3.4933, 0.2816], [0.2012, 2.3545, 0.9649], [-2.1474, -2.0319, -0.7969], [-3.5748, -5.2160, -0.3071], [-3.3715, -6.4181, 1.8387], [-2.2219, -5.3618, 3.7513], [-1.2208, -3.1087, 3.4789], [-0.3355, 1.0612, 4.0187], [0.1089, 3.6323, 4.0860], [0.1045, 5.7639, 2.7824], [0.1196, 5.6306, 0.2882], [0.2925, 3.4133, -0.8005], [4.0896, 0.9964, -1.7686], [4.1775, 2.2102, -1.1566], [3.0871, 2.3120, -0.3397], [2.3279, 1.1904, -0.4529], [2.9594, 0.4028, -1.3177], [2.4027, -0.8715, -1.6389], [1.2148, -1.1996, -1.1460], [0.9342, -2.4404, -1.6143], [1.9678, -2.8731, -2.3976], [2.8913, -1.8719, -2.4070], [4.7087, 0.6617, -2.4894], [4.9940, 2.8796, -1.3319], [2.8173, 3.1114, 0.3223], [0.0145, -2.9396, -1.3843], [2.1160, -3.7885, -2.9291], [3.7483, -1.8654, -2.9373], [-5.2414, 3.2542, -3.4003], [-4.0419, 2.7544, -3.1061], [-3.7391, 2.3689, -1.8003], [-4.6476, 2.5045, -0.8339], [-2.4827, 1.8558, -1.5197], [-2.1356, 1.4410, -0.2489], [-1.5027, 1.7304, -2.5056], [0.0899, 1.1883, -2.1710], [-1.8393, 2.1121, -3.8137], [-0.9185, 1.9816, -4.7710], [-3.0887, 2.6187, -4.1169], [-3.3918, 2.9912, -5.3579], [3.1538, -2.3243, 1.8491], [2.0203, -1.6926, 1.2274], [1.8366, -0.3856, 1.4491], [2.5214, 0.2622, 2.2092], [3.0485, -3.3952, 1.6882], [3.1712, -2.0845, 2.9118], [4.0715, -1.9563, 1.3842]], "forces_ev_per_a": [[0.2, 1.3, -2.3], [0.0, 0.2, -0.3], [0.3, 0.1, 0.7], [0.1, 0.1, -0.2], [0.0, 0.2, -0.1], [0.0, 0.0, 0.1], [0.0, 0.0, -0.2], [-0.1, -0.2, -0.4], [-0.1, 0.2, 2.0], [-0.6, -0.6, -0.8], [-0.7, -1.4, 0.4], [-0.1, 1.3, 0.7], [-0.4, -1.1, -0.1], [0.1, 1.2, 0.0], [-0.1, -0.7, -0.3], [0.0, 0.0, -0.5], [0.0, -0.1, 0.4], [-0.1, 0.4, -0.3], [0.1, 0.5, 0.5], [-0.2, -0.4, -0.1], [-0.1, -0.1, -0.2], [-0.1, -0.1, 0.0], [0.0, -0.1, 0.1], [0.0, 0.0, 0.1], [-0.1, -0.1, -0.1], [0.0, 0.0, 0.1], [0.0, 0.1, 0.0], [0.1, 0.0, -0.1], [0.0, -0.1, 0.1], [-0.3, -0.4, 0.0], [-0.2, 0.4, 0.4], [0.3, 0.3, 0.0], [0.3, -1.0, -0.8], [0.3, 0.6, 0.1], [-0.4, -0.6, -0.2], [1.3, 0.7, -0.2], [0.0, -0.3, -0.2], [-0.5, -0.2, 0.1], [0.1, 0.5, 0.2], [0.0, 0.0, 0.1], [0.1, 0.1, 0.0], [0.1, 0.1, 0.1], [-0.1, -0.1, 0.1], [0.0, -0.2, -0.1], [-0.1, -0.1, 0.1], [0.2, -0.1, 0.1], [0.2, -0.1, 0.0], [0.0, 0.0, 0.1], [0.0, 0.0, -0.1], [0.6, -0.2, -0.2], [-0.7, 0.4, -0.7], [-1.0, 0.4, -0.1], [0.5, -0.2, 0.3], [0.0, -0.1, 0.5], [-0.2, 0.1, -0.1], [-0.2, 0.0, 0.2], [0.0, -0.1, 0.1], [0.1, 0.2, 0.3], [0.2, -0.5, 0.2], [1.3, -0.2, 0.5], [-0.3, -0.2, -0.2], [-0.1, 0.1, 0.0], [0.1, -0.1, 0.0], [0.0, 0.0, 0.1]], "total_energy_ha": -3471.413803, "charge": 1, "gap_ev": 5.884, "de_lowest_ev": 1.510}

=====

{"formula": "C27H19FN2O13S", "method": "ωB97M-V with the def2-TZVPD basis set", "species": ["N", "C", "O", "N", "C", "C", "O", "O", "S", "O", "O", "F", "H", "H", "H", "O", "C", "C", "C", "C", "O", "C", "C", "H", "H", "H", "H", "O", "C", "C", "C", "C", "O", "C", "C", "H", "H", "H", "H", "O", "C", "C", "C", "C", "O", "C", "C", "H", "H", "H", "H", "O", "C", "C", "C", "C", "O", "C", "C", "H", "H", "H", "H"], "coordinates": [[-9.6547, -3.0435, -2.2893], [-8.6349, -2.5363, -2.4385], [-7.4868, -1.9438, -2.6272], [-6.4664, -2.6012, -1.8735], [-5.7923, -1.6682, -0.9629], [-5.6372, -2.3394, 0.3996], [-6.5673, -2.7545, 1.0230], [-4.3509, -2.3940, 0.8193], [-5.4933, -3.5100, -2.8663], [-4.2677, -3.6665, -2.1783], [-5.5871, -3.1023, -4.2156], [-6.2526, -4.8569, -2.7547], [-4.8366, -1.3170, -1.3403], [-6.4377, -0.8025, -0.8277], [-4.1960, -3.2531, 1.2373], [-0.4364, 2.5308, 2.9351], [-1.3048, 2.1028, 2.2027], [-1.0100, 1.0710, 1.1777], [-1.9687, 0.6087, 0.3791], [-3.3609, 1.1032, 0.4834], [-4.2342, 0.6762, -0.2451], [-3.6562, 2.1363, 1.5067], [-2.7009, 2.6004, 2.3064], [0.0120, 0.7204, 1.1293], [-1.7854, -0.1436, -0.3777], [-4.6815, 2.4798, 1.5590], [-2.8855, 3.3525, 3.0629], [5.4807, 1.3002, 5.2756], [4.6035, 0.8707, 4.5528], [4.8929, -0.1632, 3.5277], [3.9368, -0.6267, 2.7295], [2.5431, -0.1274, 2.8345], [1.6716, -0.5534, 2.1030], [2.2508, 0.9032, 3.8604], [3.2105, 1.3644, 4.6577], [5.9177, -0.5085, 3.4711], [4.1200, -1.3775, 1.9717], [1.2295, 1.2549, 3.9091], [3.0282, 2.1188, 5.4123], [10.2650, 4.9461, 3.0992], [9.1793, 4.4878, 2.8182], [8.3842, 5.0373, 1.6876], [7.1912, 4.5397, 1.3743], [6.6087, 3.4120, 2.1431], [5.5210, 2.9502, 1.8623], [7.3992, 2.8627, 3.2703], [8.5920, 3.3601, 3.5847], [8.8353, 5.8585, 1.1452], [6.5929, 4.9226, 0.5573], [6.9380, 2.0452, 3.8070], [9.1870, 2.9772, 4.4040], [-1.0903, -4.7417, -7.2892], [-1.2769, -3.7654, -6.5962], [-2.6471, -3.3015, -6.2640], [-2.8471, -2.2273, -5.5059], [-1.7088, -1.4527, -4.9523], [-1.8910, -0.4815, -4.2485], [-0.3367, -1.9143, -5.2843], [-0.1370, -2.9858, -6.0462], [-3.4626, -3.8855, -6.6716], [-3.8354, -1.8719, -5.2526], [0.4762, -1.3318, -4.8697], [0.8516, -3.3451, -6.3024]], "forces_ev_per_a": [[-0.1, 0.0, -0.1], [0.0, -0.1, 0.1], [0.1, 0.0, -0.1], [-0.1, 0.1, 0.2], [0.3, 0.3, 0.2], [-0.1, 0.0, 0.2], [0.1, -0.2, -0.1], [0.1, -0.2, -0.6], [0.1, 0.0, 0.0], [-0.1, -0.1, 0.1], [-0.1, -0.1, 0.0], [0.0, 0.1, -0.1], [0.0, 0.0, -0.1], [-0.1, -0.1, -0.1], [-0.1, 0.2, 0.5], [-0.1, 0.0, 0.0], [0.0, 0.0, 0.0], [0.0, 0.0, 0.0], [0.0, 0.0, 0.0], [0.0, 0.0, 0.0], [-0.1, 0.1, 0.1], [0.0, 0.0, 0.0], [0.0, 0.0, 0.0], [0.0, 0.0, 0.0], [0.0, 0.0, 0.0], [0.0, 0.0, 0.0], [0.0, 0.0, 0.0], [-0.1, -0.1, 0.0], [0.0, 0.0, 0.0], [0.0, 0.0, 0.0], [0.0, 0.0, 0.0], [0.0, 0.0, 0.0], [0.0, 0.0, 0.0], [0.0, 0.0, 0.0], [0.0, 0.0, 0.0], [0.0, 0.0, 0.0], [0.0, 0.0, 0.0], [0.0, 0.0, 0.0], [0.0, 0.0, 0.0], [0.0, 0.0, 0.0], [0.0, 0.0, 0.0], [0.0, 0.0, 0.0], [0.0, 0.0, 0.0], [0.0, 0.0, 0.0], [0.0, 0.0, 0.0], [0.0, 0.0, -0.1], [0.0, 0.0, 0.0], [0.0, 0.0, 0.0], [0.0, 0.0, 0.0], [0.1, 0.0, 0.1], [0.0, 0.0, 0.0], [0.0, 0.0, 0.0], [0.0, 0.0, 0.0], [0.0, 0.0, 0.0], [0.1, 0.0, 0.0], [0.0, 0.0, 0.0], [0.0, 0.0, 0.0], [0.0, 0.0, 0.0], [0.0, 0.0, 0.0], [0.0, 0.0, 0.0], [0.0, 0.0, 0.0], [0.0, 0.0, 0.0], [0.0, 0.0, 0.0]], "total_energy_ha": -2625.722953, "charge": 0, "gap_ev": 8.527}

=====

{"formula": "C27H19FN5O11Sc", "method": "ωB97M-V with the def2-TZVPD basis set", "species": ["Sc", "C", "C", "C", "C", "C", "C", "C", "F", "C", "C", "C", "O", "C", "C", "N", "C", "C", "O", "O", "H", "H", "H", "H", "H", "H", "H", "H", "H", "H", "H", "O", "C", "O", "C", "C", "C", "C", "C", "C", "O", "N", "O", "O", "N", "O", "O", "H", "H", "N", "C", "O", "C", "C", "C", "C", "N", "C", "H", "H", "H", "H", "H", "H"], "coordinates": [[0.2588, -0.8784, 1.4470], [1.3447, 5.2403, -2.8413], [-0.0608, 5.0747, -2.2797], [-1.1669, 5.3933, -3.2760], [-1.1958, 4.3712, -4.4012], [-1.3289, 2.9896, -3.8335], [-1.9322, 1.9762, -4.5380], [-2.0401, 0.6989, -3.9876], [-2.6417, -0.2463, -4.7249], [-1.5764, 0.3978, -2.7397], [-0.9595, 1.4166, -1.9947], [-0.4865, 1.1224, -0.6506], [-0.7217, -0.0255, -0.1686], [0.1948, 2.1595, 0.0292], [0.2462, 3.3986, -0.5663], [-0.2405, 3.6921, -1.7729], [-0.8390, 2.7038, -2.5373], [0.9049, 2.0458, 1.3659], [1.2114, 3.0461, 1.9743], [1.1987, 0.8295, 1.7252], [1.5015, 6.2675, -3.1697], [1.5167, 4.5781, -3.6897], [2.0934, 5.0086, -2.0849], [-0.1863, 5.7106, -1.4001], [-1.0005, 6.3986, -3.6641], [-2.1263, 5.4001, -2.7551], [-0.2785, 4.4349, -4.9937], [-2.0202, 4.5679, -5.0874], [-2.3352, 2.1572, -5.5250], [-1.6871, -0.5911, -2.3222], [0.7140, 4.2090, -0.0209], [0.8909, -4.7186, 2.3680], [0.6939, -3.5706, 2.7166], [1.2853, -2.5180, 2.2279], [-0.3054, -3.1627, 3.7811], [-0.2601, -3.4708, 5.1210], [-1.0055, -2.6849, 6.0118], [-1.6703, -1.5343, 5.6300], [-1.6888, -1.2553, 4.2713], [-1.1703, -2.1432, 3.3171], [-1.3295, -1.9721, 2.0322], [-2.0695, 0.0733, 3.8018], [-2.9268, 0.6815, 4.3903], [-1.4395, 0.5221, 2.8380], [-0.9919, -3.0328, 7.4383], [-1.6145, -2.3150, 8.1975], [-0.3665, -4.0215, 7.7672], [0.3770, -4.2558, 5.5006], [-2.1252, -0.8776, 6.3554], [0.4606, -5.6264, -0.5272], [1.1324, -5.1093, -1.5746], [1.2610, -5.6512, -2.6565], [1.7453, -3.7624, -1.3074], [3.0810, -3.5401, -1.6369], [3.6744, -2.3373, -1.2919], [2.9198, -1.3880, -0.6155], [1.6281, -1.5709, -0.3522], [1.0579, -2.7197, -0.7142], [0.0915, -6.5564, -0.6412], [0.5897, -5.2656, 0.4151], [3.6404, -4.3170, -2.1404], [4.7157, -2.1454, -1.5072], [3.3567, -0.4630, -0.2595], [0.0010, -2.8384, -0.4732]], "forces_ev_per_a": [[0.5, -0.3, -0.2], [0.0, 0.0, 0.0], [-0.1, 0.0, 0.1], [0.1, 0.1, 0.0], [0.0, 0.0, -0.1], [0.0, -0.2, 0.1], [0.1, 0.0, 0.1], [0.0, 0.0, 0.1], [0.0, 0.0, 0.0], [0.0, 0.1, -0.1], [-0.2, 0.0, 0.0], [0.0, 0.0, 0.0], [0.0, 0.1, 0.0], [0.1, 0.4, -0.1], [0.0, -0.1, 0.1], [0.0, 0.0, 0.1], [0.0, -0.1, -0.1], [0.0, 0.0, 0.0], [0.0, 0.0, -0.1], [0.0, 0.1, 0.0], [0.0, 0.0, 0.0], [0.0, 0.0, 0.0], [0.0, 0.0, 0.0], [0.1, 0.0, -0.1], [0.0, 0.0, 0.0], [0.0, 0.0, 0.0], [0.0, 0.0, 0.0], [0.0, 0.0, 0.0], [0.0, 0.0, 0.0], [0.0, 0.0, 0.0], [0.0, 0.0, 0.0], [0.0, -0.1, 0.0], [0.0, -0.1, 0.1], [-0.1, 0.2, -0.1], [-0.1, 0.0, 0.2], [-0.1, 0.2, -0.2], [-0.1, 0.0, 0.1], [0.2, -0.3, -0.2], [0.0, 0.0, 0.0], [0.1, 0.0, 0.0], [-0.1, 0.1, 0.1], [-0.1, -0.2, 0.0], [0.0, 0.1, 0.0], [0.0, 0.0, 0.2], [0.0, 0.0, -0.1], [0.1, -0.1, 0.0], [0.0, 0.1, 0.1], [0.0, 0.0, 0.0], [0.0, 0.0, 0.0], [-0.1, 0.0, 0.2], [0.0, 0.1, -0.1], [0.0, 0.0, 0.0], [0.4, 0.2, -0.1], [-0.1, 0.1, 0.0], [-0.1, 0.0, 0.1], [0.0, -0.1, 0.0], [-0.1, 0.0, 0.2], [-0.2, -0.4, 0.1], [0.0, 0.0, 0.0], [0.0, -0.1, 0.0], [0.0, 0.0, 0.0], [0.0, 0.0, 0.0], [0.0, 0.0, 0.0], [0.1, 0.0, 0.0]], "total_energy_ha": -3002.449360, "charge": 0, "gap_ev": 8.088, "de_lowest_ev": 0.339}